Entry 1:
C5H10O3 | wB97M-V/def2-TZVPD

Computed properties:
Frontier orbital gap: 10.49 eV
SMILES: C[C@]1(O)COC[C@H]1O
Molecular weight: 118.13 g/mol
HOMO level: -9.64 eV

Cartesian coordinates (Å):
C (-1.596, -0.598, 0.670)
C (-0.674, 0.160, -0.176)
C (0.128, -0.909, -1.166)
C (1.490, -0.407, 0.488)
C (0.485, 0.652, 0.512)
H (-2.545, -0.833, 0.220)
H (-1.742, 0.056, 1.468)
H (-0.842, -1.490, 0.851)
H (-0.940, 1.966, -0.990)
H (-0.328, -0.871, -2.280)
H (-0.077, -1.807, -0.817)
H (2.470, -0.002, 1.225)
H (1.133, -1.309, 1.021)
H (0.417, 1.145, 1.535)
H (1.601, 1.650, -0.772)
O (-1.500, 1.184, -0.809)
O (1.528, -0.442, -0.879)
O (0.993, 1.855, -0.100)

---

Entry 2:
CH14O6 | wB97M-V/def2-TZVPD

Computed properties:
Frontier orbital gap: 11.05 eV
SMILES: CO.O.O.O.O.O
Molecular weight: 122.12 g/mol
HOMO level: -10.52 eV

Cartesian coordinates (Å):
C (0.506, -0.727, -3.459)
O (0.300, -0.669, -2.070)
H (-0.305, -1.315, -3.912)
H (1.384, -1.253, -3.847)
H (0.456, 0.290, -3.869)
H (-0.614, -0.851, -1.846)
H (-1.279, 3.281, -1.616)
H (-0.614, 2.565, -0.477)
O (-1.428, 2.529, -1.016)
H (0.484, 0.282, 1.726)
H (1.327, 1.008, 0.793)
O (0.661, 1.196, 1.475)
H (2.602, -0.403, 5.345)
H (1.666, -0.114, 6.496)
O (2.131, -0.844, 6.045)
H (-2.750, 0.710, -2.624)
H (-2.591, 0.538, -1.112)
O (-2.625, 0.062, -1.924)
H (0.490, -1.896, -0.340)
H (0.094, -2.536, 1.011)
O (0.521, -1.783, 0.623)

---

Entry 3:
C2H7PS | wB97M-V/def2-TZVPD

Computed properties:
Frontier orbital gap (alpha / beta): 7.11 / 7.38 eV
Molecular weight: 94.12 g/mol
HOMO level (alpha / beta): -7.63 / -7.60 eV

Cartesian coordinates (Å):
C (-0.428, -0.837, 1.282)
C (0.774, -0.507, 0.403)
P (-0.505, 2.173, -0.076)
S (1.009, 0.911, -0.444)
H (-0.230, -1.558, 2.008)
H (-0.657, 0.146, 1.757)
H (-1.285, -1.242, 0.697)
H (1.790, -1.076, 0.554)
H (0.016, -0.809, -2.454)
H (-0.583, -0.432, -2.894)
H (0.099, 3.231, -0.834)

---

Which E belongs to each record? In order, -11485.8477 -13548.6975 -22308.3505 eV.
Which ΔE to the lowest compared entry with this formula, charge and spin belongs to each record? In order, 100.06 22.22 76.20 kcal per mole.